*i*
{
  "formula": "C3H4OS",
  "method": "ωB97M-V/def2-TZVPD",
  "symbols": ["S", "O", "C", "C", "C", "H", "H", "H", "H"],
  "positions_angstrom": [[2.094, -0.482, -0.131], [-1.531, -1.556, -0.094], [-0.653, 0.802, -0.581], [-0.912, -0.543, -0.047], [0.158, 0.214, 0.557], [0.290, 0.610, 1.542], [-0.186, 0.871, -1.554], [2.062, -1.541, 0.674], [-1.323, 1.625, -0.366]],
  "lumo_energy_ev": -0.52,
  "homo_lumo_gap_ev": 8.9,
  "spin_multiplicity": 1,
  "smiles": "O=C1C[C@@H]1S",
  "homo_energy_ev": -9.39
}

*ii*
{
  "formula": "C3H4OS",
  "method": "ωB97M-V/def2-TZVPD",
  "symbols": ["S", "O", "C", "C", "C", "H", "H", "H", "H"],
  "positions_angstrom": [[2.120, 0.994, 0.192], [3.155, -0.018, -0.098], [0.658, 0.119, 0.655], [-0.976, 0.302, -1.241], [-0.014, -0.323, -0.706], [0.487, -1.191, -1.107], [-0.004, 0.784, 1.198], [0.884, -0.786, 1.209], [-1.605, 1.154, -1.192]],
  "lumo_energy_ev": [-0.33, -0.84],
  "homo_lumo_gap_ev": [8.3, 8.0],
  "spin_multiplicity": 1,
  "homo_energy_ev": [-8.67, -8.85]
}

It is *ii* that is the least stable of them.

*i*
{
  "formula": "C5H21NO7",
  "method": "ωB97M-V/def2-TZVPD",
  "symbols": ["O", "O", "O", "O", "O", "O", "O", "N", "C", "C", "C", "C", "C", "H", "H", "H", "H", "H", "H", "H", "H", "H", "H", "H", "H", "H", "H", "H", "H", "H", "H", "H", "H", "H"],
  "positions_angstrom": [[3.214, 2.877, -0.319], [-1.859, 2.231, 1.436], [-2.589, -0.577, -1.208], [1.233, -2.416, -2.431], [2.613, -3.088, -0.456], [0.571, 3.454, -0.569], [1.947, 0.641, -2.336], [-1.071, -0.308, 2.339], [-1.509, -2.395, 0.112], [-2.221, 1.265, 0.867], [-1.474, -0.103, 0.991], [-2.323, -1.162, 0.146], [-0.443, 0.715, 3.164], [-1.760, -0.639, -1.709], [0.756, 3.108, -1.439], [2.124, 0.708, -3.226], [-1.160, 1.545, 3.518], [-0.253, 3.932, -0.556], [2.057, -2.810, -1.193], [-3.077, 1.359, 0.163], [-1.981, -3.039, -0.694], [-1.489, -2.959, 1.021], [0.479, 1.103, 2.746], [2.470, 1.351, -2.059], [-0.154, 0.150, 3.989], [-3.388, -1.203, 0.567], [3.784, 2.671, 0.439], [0.991, -2.894, -3.192], [1.396, -1.536, -2.499], [3.519, -2.883, -0.507], [2.546, 3.491, 0.033], [-2.043, -0.394, 2.735], [-0.482, 0.080, 0.259], [-0.425, -2.276, -0.134]],
  "lumo_energy_ev": 0.18,
  "homo_lumo_gap_ev": 8.4,
  "spin_multiplicity": 1,
  "smiles": "CN[C@H](C=O)[C@H](C)O.O.O.O.O.O",
  "homo_energy_ev": -8.21
}

*ii*
{
  "formula": "C5H21NO7",
  "method": "ωB97M-V/def2-TZVPD",
  "symbols": ["O", "O", "O", "O", "O", "O", "O", "N", "C", "C", "C", "C", "C", "H", "H", "H", "H", "H", "H", "H", "H", "H", "H", "H", "H", "H", "H", "H", "H", "H", "H", "H", "H", "H"],
  "positions_angstrom": [[-1.131, 1.859, 1.284], [-2.458, -0.643, 2.704], [1.336, 0.004, 2.323], [-0.609, -2.069, 3.802], [-2.480, 0.752, -3.323], [-0.577, 1.018, -1.148], [-1.899, -2.893, -0.645], [1.110, -1.715, -0.277], [-0.295, -0.122, -1.484], [2.293, 1.592, -1.693], [2.193, 0.406, -0.844], [1.181, -0.710, -1.333], [1.538, 2.702, -1.580], [-1.714, 1.267, -3.057], [-1.177, -0.670, -1.826], [1.021, -1.349, 0.663], [-2.250, -0.789, 1.783], [3.214, -0.087, -0.877], [-1.243, 2.797, 0.990], [-1.000, -2.522, -0.503], [0.946, 2.653, -0.665], [-0.590, 1.450, 0.528], [-3.249, 0.852, -2.675], [1.978, 0.535, 0.237], [-3.234, -0.156, 2.825], [0.113, -1.533, 3.494], [1.630, 3.482, -2.280], [1.813, 0.680, 2.829], [3.055, 1.521, -2.493], [0.336, 0.167, 2.424], [1.445, -0.977, -2.378], [-1.904, -3.660, 0.017], [-1.413, -1.681, 3.379], [2.021, -2.162, -0.200]],
  "lumo_energy_ev": 0.25,
  "homo_lumo_gap_ev": 9.6,
  "spin_multiplicity": 1,
  "smiles": "C=CC[C@@H](N)C=O.O.O.O.O.O.O",
  "homo_energy_ev": -9.40
}

It is *i* that is the least stable of them.

*i*
{
  "formula": "C5H8O2S",
  "method": "ωB97M-V/def2-TZVPD",
  "symbols": ["S", "O", "O", "C", "C", "C", "C", "C", "H", "H", "H", "H", "H", "H", "H", "H"],
  "positions_angstrom": [[1.507, -1.117, -1.751], [-0.675, 2.071, 1.280], [1.127, 0.340, 0.483], [-0.101, -0.209, 0.869], [1.252, 0.564, -0.843], [0.045, -2.009, -1.006], [-1.098, 0.978, 0.646], [-0.470, -1.379, 0.101], [0.287, 2.272, 1.072], [2.170, 1.142, -1.062], [-0.162, -3.055, -1.295], [-1.027, 1.177, -0.509], [-2.055, 0.715, 1.058], [0.153, -0.531, 1.921], [0.325, 1.144, -1.290], [-1.277, -2.104, 0.325]],
  "lumo_energy_ev": 0.76,
  "homo_lumo_gap_ev": 9.2,
  "spin_multiplicity": 1,
  "smiles": "OC[C@H]1C=CSCO1",
  "homo_energy_ev": -8.41
}

*ii*
{
  "formula": "C5H8O2S",
  "method": "ωB97M-V/def2-TZVPD",
  "symbols": ["S", "O", "O", "C", "C", "C", "C", "C", "H", "H", "H", "H", "H", "H", "H", "H"],
  "positions_angstrom": [[-3.361, -0.506, -0.103], [1.618, -0.567, 0.338], [-1.352, 1.245, -0.521], [0.477, 0.302, 0.789], [0.114, 1.468, -0.119], [-1.813, 0.062, -0.108], [1.349, -1.020, -0.980], [-0.717, -0.426, 0.903], [0.099, -1.379, -0.899], [0.740, 1.700, -0.953], [0.019, 2.546, 0.359], [-1.017, -0.539, 1.976], [-0.713, -1.607, 0.762], [2.119, -1.811, -1.125], [1.415, -0.209, -1.895], [1.023, 0.741, 1.576]],
  "lumo_energy_ev": 0.20,
  "homo_lumo_gap_ev": 9.0,
  "spin_multiplicity": 1,
  "smiles": "CO[C@H]1COC(=S)C1",
  "homo_energy_ev": -8.79
}

*iii*
{
  "formula": "C5H8O2S",
  "method": "ωB97M-V/def2-TZVPD",
  "symbols": ["S", "O", "O", "C", "C", "C", "C", "C", "H", "H", "H", "H", "H", "H", "H", "H"],
  "positions_angstrom": [[2.678, -0.218, -0.303], [-0.098, -0.800, 0.459], [-2.263, 0.851, -0.285], [-1.312, -1.319, -0.161], [1.457, 0.707, 0.662], [-2.515, -0.446, 0.207], [-0.919, 1.279, -0.371], [0.112, 0.493, 0.167], [-2.894, -0.486, 1.171], [1.264, -1.380, -0.775], [1.623, 0.496, 1.664], [-1.284, -2.519, 0.018], [-0.840, 2.358, -0.359], [1.603, 1.889, 0.391], [-3.322, -0.531, -0.491], [-1.038, -1.018, -1.188]],
  "lumo_energy_ev": 0.03,
  "homo_lumo_gap_ev": 8.3,
  "spin_multiplicity": 1,
  "homo_energy_ev": -8.24
}

It is *iii* that is the least stable of them.

*i*
{
  "formula": "C5H9NO",
  "method": "ωB97M-V/def2-TZVPD",
  "symbols": ["O", "N", "C", "C", "C", "C", "C", "H", "H", "H", "H", "H", "H", "H", "H", "H"],
  "positions_angstrom": [[-1.331, 2.051, -1.711], [-0.538, 0.163, -0.732], [-0.794, 0.667, 0.637], [0.358, -0.982, -0.697], [0.185, -0.136, 1.517], [-0.839, 0.935, -1.779], [1.207, -0.688, 0.522], [-1.863, 0.628, 0.811], [-0.249, -1.864, -0.457], [0.678, 0.542, 2.207], [0.899, -1.193, -1.618], [-0.437, 1.704, 0.639], [-0.322, -0.853, 2.172], [1.901, 0.126, 0.307], [-0.608, 0.447, -2.744], [1.753, -1.546, 0.926]],
  "lumo_energy_ev": [3.75, 3.93],
  "homo_lumo_gap_ev": [1.9, 9.7],
  "spin_multiplicity": 2,
  "s2": 0.751,
  "homo_energy_ev": [1.82, -5.74],
  "charge": -1
}

*ii*
{
  "formula": "C5H9NO",
  "method": "ωB97M-V/def2-TZVPD",
  "symbols": ["O", "N", "C", "C", "C", "C", "C", "H", "H", "H", "H", "H", "H", "H", "H", "H"],
  "positions_angstrom": [[-2.900, 0.001, -1.091], [0.942, -0.173, 1.459], [-0.545, 0.477, -0.888], [-1.758, -0.168, -1.446], [1.488, 0.153, 2.621], [1.627, 0.007, 0.240], [0.744, -0.394, -0.939], [1.279, -0.292, -1.885], [-0.348, 1.452, -1.349], [2.589, -0.576, 0.241], [2.024, 1.022, 0.053], [2.196, 1.015, 2.611], [-0.798, 0.588, 0.170], [0.406, -1.426, -0.830], [-1.510, -0.691, -2.398], [1.282, -0.361, 3.556]],
  "lumo_energy_ev": [3.77, 3.76],
  "homo_lumo_gap_ev": [3.5, 6.7],
  "spin_multiplicity": 2,
  "s2": 0.753,
  "homo_energy_ev": [0.31, -2.91],
  "charge": -1
}

It is *ii* that is the least stable of them.

*i*
{
  "formula": "C6H10N2O3",
  "method": "ωB97M-V/def2-TZVPD",
  "symbols": ["O", "O", "O", "N", "N", "C", "C", "C", "C", "C", "C", "H", "H", "H", "H", "H", "H", "H", "H", "H", "H"],
  "positions_angstrom": [[2.827, 1.081, -0.533], [-2.297, -0.174, 0.893], [3.526, -0.956, 0.124], [-0.764, -1.699, 0.313], [0.250, 0.697, -0.003], [2.602, -0.164, -0.044], [1.103, -0.408, 0.074], [0.638, -1.658, 0.087], [0.383, 1.678, 1.028], [-1.455, -0.550, -0.023], [-1.764, -0.216, -1.494], [0.332, 2.623, 0.499], [-2.677, -0.585, -1.678], [-1.869, 0.781, -1.515], [-3.225, -0.088, 0.636], [1.148, 1.621, 1.764], [-0.927, -0.735, -2.165], [1.339, -2.436, -0.092], [2.127, 1.701, -0.705], [-0.804, -2.064, 1.233], [-0.493, 1.552, 1.600]],
  "lumo_energy_ev": 0.20,
  "homo_lumo_gap_ev": 8.3,
  "spin_multiplicity": 1,
  "homo_energy_ev": -8.13
}

*ii*
{
  "formula": "C6H10N2O3",
  "method": "ωB97M-V/def2-TZVPD",
  "symbols": ["O", "O", "O", "N", "N", "C", "C", "C", "C", "C", "C", "H", "H", "H", "H", "H", "H", "H", "H", "H", "H"],
  "positions_angstrom": [[-1.695, -0.851, -1.150], [-2.325, 0.605, 0.646], [-1.490, -1.477, 1.010], [2.616, 1.496, 0.142], [1.666, -0.495, 0.008], [-1.582, -0.405, 0.089], [2.837, 0.219, 0.048], [1.522, -1.885, -0.146], [-2.342, 1.706, -0.200], [0.675, 0.401, 0.057], [1.271, 1.633, 0.230], [-2.218, -1.657, -1.256], [0.914, 2.579, 0.300], [1.612, -2.327, -1.210], [-2.844, 2.430, 0.288], [-1.439, 2.161, -0.321], [0.669, -2.070, 0.418], [3.886, -0.063, -0.067], [2.298, -2.285, 0.352], [-1.094, -1.323, 1.840], [-2.937, 1.608, -1.079]],
  "lumo_energy_ev": 0.31,
  "homo_lumo_gap_ev": 8.2,
  "spin_multiplicity": 1,
  "homo_energy_ev": -7.91
}

It is *ii* that is the least stable of them.

*i*
{
  "formula": "C4H16N2O2",
  "method": "ωB97M-V/def2-TZVPD",
  "symbols": ["O", "O", "N", "N", "C", "C", "C", "C", "H", "H", "H", "H", "H", "H", "H", "H", "H", "H", "H", "H", "H", "H", "H", "H"],
  "positions_angstrom": [[5.160, -0.934, 1.432], [2.295, 1.562, -3.983], [-2.916, 1.721, -0.496], [-0.821, 0.924, 0.249], [-1.245, -1.486, 0.762], [-0.649, -2.162, 2.015], [-0.291, -0.364, 0.231], [-1.445, 1.530, -0.943], [-0.924, 2.506, -1.144], [6.278, -0.977, 1.728], [0.597, -0.454, 0.949], [4.968, -0.269, 2.161], [0.185, -0.421, -0.827], [-1.163, -2.226, -0.077], [-0.468, -3.122, 1.752], [-2.329, -1.035, 0.944], [1.647, 1.254, -3.428], [-3.522, 2.474, -0.938], [-3.456, 0.889, -0.496], [1.923, 2.382, -4.363], [-1.397, 0.980, -1.928], [0.296, -1.788, 2.428], [-1.409, 1.049, 1.089], [-1.312, -2.032, 2.882]],
  "lumo_energy_ev": 0.70,
  "homo_lumo_gap_ev": 8.9,
  "spin_multiplicity": 1,
  "smiles": "CCCNCN.O.O",
  "homo_energy_ev": -8.16
}

*ii*
{
  "formula": "C4H16N2O2",
  "method": "ωB97M-V/def2-TZVPD",
  "symbols": ["O", "O", "N", "N", "C", "C", "C", "C", "H", "H", "H", "H", "H", "H", "H", "H", "H", "H", "H", "H", "H", "H", "H", "H"],
  "positions_angstrom": [[-1.796, 2.919, 1.255], [1.543, 1.351, 0.567], [-0.903, -0.609, -0.324], [-0.097, -1.151, 1.940], [-1.248, -1.003, 1.054], [1.127, 0.279, -2.375], [-0.046, -1.592, -1.039], [1.249, -1.010, -1.579], [0.410, -1.994, 1.793], [0.239, -2.431, -0.377], [-0.399, 0.253, -0.182], [-1.803, -1.930, 1.066], [1.848, 0.371, -3.187], [1.515, -1.702, -2.393], [-0.695, -2.084, -1.755], [-0.888, 2.749, 1.547], [-0.232, -0.828, 2.871], [1.204, 1.167, -1.737], [1.644, 1.812, 1.407], [-1.844, -0.154, 1.388], [0.177, 0.579, -2.841], [-1.762, 3.108, 0.307], [1.190, 0.482, 0.802], [2.084, -0.925, -0.895]],
  "lumo_energy_ev": 0.57,
  "homo_lumo_gap_ev": 9.5,
  "spin_multiplicity": 1,
  "smiles": "CCCNCN.O.O",
  "homo_energy_ev": -8.93
}

It is *i* that is the least stable of them.